Record 1
{
  "formula": "C9H22N2O7PS2",
  "method": "ωB97M-V/def2-TZVPD",
  "energy_ha": -2129.5369,
  "e_lumo_ev": -2.90,
  "orbital_gap_ev": 8.495,
  "charge": 1,
  "elements": ["H", "H", "C", "C", "S", "H", "H", "O", "H", "C", "H", "H", "H", "H", "H", "N", "H", "H", "H", "H", "O", "O", "C", "C", "H", "O", "H", "S", "H", "C", "P", "C", "O", "N", "O", "C", "C", "H", "O", "H", "H", "H", "H"],
  "xyz": [[0.831, -2.482, 2.027], [-2.906, -0.354, 3.803], [0.127, -2.544, -1.083], [-0.299, 0.049, 1.578], [0.149, 1.855, -5.875], [-0.033, -3.622, -0.980], [1.048, -2.260, -0.562], [1.482, 3.914, -4.111], [-0.374, -3.661, 2.621], [-1.758, -2.482, 0.372], [-1.452, 1.836, 1.079], [-1.476, -2.104, 4.026], [-0.084, -1.002, 4.037], [-1.222, -3.312, 0.829], [-2.587, -2.927, -0.195], [6.238, 1.558, -2.637], [0.242, -2.303, -2.142], [-0.045, 1.552, 0.064], [-1.549, 0.824, 3.798], [0.290, 0.583, 2.334], [1.216, 1.155, -3.132], [4.633, 2.956, -4.427], [-2.219, 0.223, 3.176], [-2.361, -1.539, 1.432], [-0.789, 3.434, -2.488], [2.737, 5.091, -2.126], [-1.500, 0.593, -0.178], [2.835, 3.844, -3.076], [0.656, 0.920, -2.310], [-0.870, 1.055, 0.584], [0.514, 2.467, -4.036], [-0.676, -1.671, 3.408], [4.286, 4.133, -3.976], [-1.364, -0.769, 2.350], [-1.049, 2.959, -3.353], [0.210, -2.780, 2.879], [5.577, 2.361, -3.432], [0.375, -0.647, 1.081], [-0.948, -1.775, -0.557], [-3.019, -2.107, 2.102], [-2.792, 0.862, 2.497], [-2.964, -0.776, 0.928], [0.889, -3.105, 3.672]],
  "lowdin_charge": [0.079, 0.111, -0.069, -0.144, 0.303, 0.100, 0.085, -0.506, 0.079, -0.184, 0.081, 0.136, 0.131, 0.097, 0.145, 0.142, 0.099, 0.085, 0.115, 0.137, -0.284, -0.133, 0.021, -0.044, 0.087, -0.411, 0.078, 1.048, 0.084, -0.058, 0.309, -0.147, -0.297, -0.230, -0.261, -0.054, -0.091, 0.103, -0.217, 0.144, 0.101, 0.132, 0.100]
}


Record 2
{
  "formula": "C9H22P2",
  "method": "ωB97M-V/def2-TZVPD",
  "energy_ha": -1038.5898,
  "e_lumo_ev": [-0.59, -0.20],
  "orbital_gap_ev": [7.004, 7.645],
  "charge": 0,
  "elements": ["H", "H", "H", "C", "H", "H", "H", "P", "H", "H", "H", "P", "H", "H", "C", "C", "H", "H", "H", "H", "H", "H", "C", "H", "H", "H", "C", "C", "C", "C", "H", "H", "C"],
  "xyz": [[0.687, 2.182, -1.858], [0.746, 0.263, 1.953], [-0.394, 2.956, -0.600], [-0.305, -0.054, -0.403], [2.730, -0.070, 0.155], [-1.265, -0.483, 1.927], [1.724, 1.641, 1.699], [-2.516, 1.279, 0.638], [1.782, 0.017, -1.466], [-0.088, 1.865, 1.934], [-1.356, -2.269, 2.014], [-1.231, 0.143, -1.927], [-2.214, 1.603, 1.905], [1.363, 3.118, -0.347], [0.485, 2.421, -0.753], [0.717, 1.268, 1.507], [-0.398, -0.341, -2.873], [-1.696, -3.078, 0.217], [1.833, -2.081, 0.415], [2.683, 1.401, -0.944], [-1.198, -2.464, -1.528], [0.962, -3.411, -0.083], [-0.674, -1.383, 1.688], [-0.907, 1.384, -2.239], [-3.317, 0.318, 0.900], [1.189, -2.056, -1.345], [-0.271, -1.455, 0.190], [2.016, 0.523, -0.594], [0.968, -2.325, -0.247], [0.678, 1.060, -0.055], [0.124, -1.620, 2.462], [-2.407, -1.554, -0.386], [-1.442, -2.155, -0.457]],
  "lowdin_charge": [0.083, 0.049, 0.023, -0.460, 0.129, 0.016, 0.079, 0.774, 0.029, 0.051, 0.100, 0.829, -0.211, 0.129, -0.123, -0.062, -0.100, 0.111, 0.072, 0.106, 0.087, 0.082, -0.107, -0.136, -0.254, 0.105, -0.602, -0.079, -0.044, -0.630, 0.095, 0.058, -0.199]
}


Record 3
{
  "formula": "C9H23AsCuNO4",
  "method": "ωB97M-V/def2-TZVPD",
  "energy_ha": -4587.4253,
  "spin_multiplicity": 2,
  "e_lumo_ev": [-13.21, -14.02],
  "orbital_gap_ev": [7.228, 6.389],
  "charge": 3,
  "elements": ["H", "H", "H", "C", "As", "H", "C", "C", "H", "O", "H", "N", "Cu", "H", "H", "H", "H", "H", "H", "C", "H", "C", "O", "H", "C", "C", "H", "H", "H", "H", "O", "H", "O", "H", "C", "H", "H", "C", "H"],
  "xyz": [[-2.683, -1.991, 2.376], [3.367, 2.741, 1.912], [-0.348, -1.618, 2.859], [-0.574, -2.233, 1.980], [1.630, 2.651, 0.047], [-3.295, 0.861, 0.290], [3.417, 2.754, 0.816], [0.515, 4.210, 0.361], [-0.185, -1.768, -3.681], [-0.122, -1.506, -1.622], [-3.578, 0.369, 1.974], [0.700, 1.139, 0.980], [-0.234, -0.237, -0.076], [-0.490, -3.288, 2.258], [-4.111, -0.685, 0.656], [0.491, 4.461, 1.429], [2.310, 2.461, -2.377], [0.565, 2.180, -2.201], [-1.749, -1.922, -2.872], [-0.804, -1.373, -2.867], [-2.357, -2.644, 0.760], [0.904, -2.835, 0.083], [0.423, -1.871, 1.023], [4.052, 1.939, 0.453], [-2.008, -1.928, 1.516], [0.062, -2.862, -1.194], [1.926, -2.512, -0.146], [3.841, 3.718, 0.495], [0.949, -3.831, 0.527], [0.572, -3.435, -1.979], [0.330, 1.363, 2.091], [0.959, 5.051, -0.191], [-2.049, -0.617, 0.954], [1.745, 0.885, -1.761], [-3.330, 0.012, 0.968], [-0.913, -3.332, -1.014], [-0.978, -0.312, -3.042], [1.546, 1.964, -1.769], [-0.500, 4.038, -0.015]],
  "lowdin_spin": [0.001, 0.000, 0.000, 0.005, 0.027, 0.000, 0.002, 0.007, 0.005, 0.073, 0.000, 0.071, 0.680, 0.003, 0.000, 0.000, 0.000, 0.000, 0.001, 0.008, 0.000, 0.002, 0.070, 0.000, 0.003, 0.004, 0.000, 0.001, 0.002, 0.002, 0.011, 0.002, 0.012, 0.001, 0.001, 0.002, 0.001, 0.004, 0.000]
}


Record 4
{
  "formula": "C9H23B2I2NO7",
  "method": "ωB97M-V/def2-TZVPD",
  "energy_ha": -1583.3257,
  "e_lumo_ev": -0.45,
  "orbital_gap_ev": 8.322,
  "charge": 0,
  "smiles": "CB(O)[N@+](B(O)O)(C(=O)[O-])[C@@H](I)[C@@H](C)I.CCO.CCO",
  "elements": ["N", "H", "C", "C", "H", "H", "H", "C", "H", "C", "O", "O", "C", "H", "H", "C", "H", "C", "I", "H", "H", "H", "O", "B", "H", "I", "H", "H", "H", "H", "O", "O", "H", "C", "H", "O", "H", "B", "H", "C", "H", "O", "H", "H"],
  "xyz": [[-1.095, 0.596, -0.493], [1.902, 2.655, 5.560], [1.553, 2.496, -0.015], [3.025, 3.757, 4.076], [0.535, -5.707, -2.254], [1.509, 1.929, 0.949], [-0.872, -2.466, -1.037], [1.237, 1.647, -1.305], [-1.673, -6.470, -3.189], [-0.226, 1.174, -1.556], [0.793, -0.594, 0.861], [-1.417, -0.406, 1.753], [-1.177, -5.572, -3.568], [3.678, 2.925, 3.808], [-0.196, 0.441, -2.423], [-1.910, -2.032, -0.898], [-1.331, 0.273, 2.447], [-0.248, -4.990, -2.521], [2.780, 0.127, -1.746], [-1.388, -5.454, -1.012], [3.551, 4.390, 4.797], [2.206, 5.253, 3.139], [-3.233, 1.703, 0.023], [-1.990, -0.459, -1.206], [-2.355, -2.320, 0.103], [-1.227, 2.928, -2.483], [2.627, 2.844, -0.120], [-2.539, -2.597, -1.651], [0.914, -0.690, 1.825], [-0.629, -5.832, -4.476], [-0.976, -4.648, -1.345], [-2.905, -0.092, -2.238], [1.056, 4.073, 4.907], [-1.961, 1.678, 0.171], [0.229, -4.082, -2.895], [-1.434, 2.504, 0.940], [-2.415, -0.158, -3.083], [-0.505, -0.143, 0.682], [0.921, 3.421, -0.045], [1.722, 3.243, 4.658], [1.454, 2.377, -2.143], [2.776, 4.513, 2.896], [1.197, 2.620, 3.930], [-1.963, -4.857, -3.823]],
  "lowdin_charge": [0.056, 0.073, -0.151, -0.325, 0.110, 0.072, 0.082, -0.783, 0.074, -0.590, 0.142, 0.143, -0.090, 0.110, 0.089, 0.022, 0.131, -0.309, 0.792, 0.094, 0.107, 0.083, 0.007, -0.427, 0.108, 1.046, 0.082, 0.090, 0.138, 0.075, -0.116, 0.090, 0.076, -0.736, 0.112, 0.014, 0.110, -0.669, 0.079, -0.092, 0.030, -0.089, 0.065, 0.075]
}


Record 5
{
  "formula": "C9H23Be2ClN2O5",
  "method": "ωB97M-V/def2-TZVPD",
  "energy_ha": -1329.7606,
  "e_lumo_ev": -16.81,
  "orbital_gap_ev": 2.330,
  "charge": 4,
  "elements": ["H", "N", "H", "C", "H", "O", "H", "H", "C", "H", "C", "H", "H", "C", "H", "O", "H", "H", "H", "H", "Be", "C", "C", "O", "H", "C", "N", "H", "C", "H", "Cl", "C", "O", "H", "H", "H", "H", "O", "H", "H", "Be", "H"],
  "xyz": [[1.258, -1.173, 2.106], [-7.002, -0.870, -1.384], [0.685, 0.067, -1.539], [1.350, -1.421, 1.049], [2.142, 3.675, 1.708], [2.507, 0.986, 2.411], [-6.095, -0.534, -1.674], [2.344, -1.675, -1.319], [2.599, -0.552, 0.517], [3.382, 3.208, 0.572], [0.246, 1.963, 0.510], [1.326, 2.428, -1.777], [1.846, 4.018, 0.070], [2.011, 1.740, -1.280], [-7.155, -0.278, -0.580], [-3.469, -2.582, -1.145], [1.563, 0.932, 2.575], [0.362, -0.998, 0.870], [-0.378, 1.121, 0.207], [-0.025, 2.165, 1.546], [-5.306, -2.578, 3.316], [2.697, -0.687, -1.023], [2.302, 3.264, 0.712], [-2.038, -1.065, -0.062], [-0.110, 2.861, 0.006], [1.734, 0.295, -1.730], [2.488, 0.848, 1.029], [3.067, 1.959, -1.436], [1.777, 1.868, 0.306], [-7.687, -0.711, -2.109], [-3.427, -1.378, -0.378], [3.916, -1.077, 1.022], [-4.199, -1.458, 0.821], [3.729, -0.480, -1.306], [4.027, -2.099, 0.660], [1.930, 0.091, -2.782], [3.678, -1.175, 2.081], [-4.093, -0.390, -1.149], [1.440, -2.486, 0.833], [4.846, -0.593, 0.722], [-3.208, -5.371, -1.782], [-7.059, -1.860, -1.192]],
  "lowdin_charge": [0.097, 0.352, 0.116, 0.098, 0.123, 0.205, 0.104, 0.151, -0.399, 0.124, 0.065, 0.150, 0.131, -0.038, 0.159, -0.449, 0.151, 0.068, 0.091, 0.117, 0.991, -0.082, 0.047, -0.340, 0.133, -0.128, 0.187, 0.149, -0.392, 0.166, 0.624, 0.014, -0.457, 0.149, 0.128, 0.146, 0.106, -0.320, 0.136, 0.130, 1.045, 0.155]
}


Record 6
{
  "formula": "C9H23FN7O5",
  "method": "ωB97M-V/def2-TZVPD",
  "energy_ha": -1216.1301,
  "e_lumo_ev": 1.47,
  "orbital_gap_ev": 2.567,
  "charge": -1,
  "elements": ["N", "H", "H", "N", "H", "O", "H", "C", "N", "H", "C", "N", "H", "O", "H", "H", "H", "H", "H", "C", "H", "F", "O", "H", "H", "H", "H", "C", "H", "H", "H", "O", "H", "C", "H", "O", "N", "C", "C", "N", "C", "H", "C", "H", "N"],
  "xyz": [[2.947, 1.051, -3.604], [5.213, 1.431, -7.646], [6.245, 0.213, -8.309], [5.986, -1.418, -6.382], [3.346, 1.933, -3.856], [-0.579, -1.811, 1.880], [1.595, -0.261, 0.428], [0.035, -0.669, 1.816], [-1.163, 1.932, 4.507], [-0.947, 2.868, 4.225], [-5.394, -1.093, 1.094], [5.648, 0.531, -7.570], [-2.080, -1.098, 3.152], [4.647, 0.212, -5.563], [-0.897, 1.168, 3.907], [-2.648, 2.515, 7.298], [2.296, 2.887, -1.971], [-2.238, -2.737, 2.658], [-5.150, -0.225, 0.445], [-1.810, 1.625, 5.667], [-3.012, -0.248, 1.198], [-6.749, 0.310, 2.190], [1.675, -0.218, -2.222], [-1.984, 3.656, 6.182], [-6.276, -1.601, 0.634], [2.035, -0.252, 2.149], [5.806, -1.976, -5.567], [-2.866, -1.315, 1.136], [-4.242, -2.515, 0.087], [6.591, -1.777, -7.095], [-2.291, -1.498, 0.232], [-2.050, 0.483, 6.007], [1.780, -1.785, 1.248], [-4.219, -2.037, 1.063], [3.142, 0.255, -4.180], [-0.445, 0.392, 2.086], [-2.167, 2.706, 6.439], [5.379, -0.198, -6.447], [1.468, -0.760, 1.383], [-5.685, -0.704, 2.427], [2.152, 0.865, -2.514], [-4.287, -2.842, 1.790], [-1.981, -1.755, 2.300], [1.332, 1.880, -0.948], [1.919, 1.985, -1.756]],
  "lowdin_charge": [0.145, 0.104, 0.091, 0.154, 0.085, 0.023, 0.059, -0.590, 0.162, 0.088, -0.481, 0.150, 0.117, 0.022, 0.060, 0.092, 0.084, 0.114, 0.085, -0.685, 0.100, -0.337, 0.021, 0.079, 0.075, 0.084, 0.109, -0.175, 0.089, 0.092, 0.109, 0.027, 0.080, -0.232, 0.061, 0.073, 0.131, -0.662, 0.030, -0.164, -0.682, 0.093, -0.120, 0.096, 0.145]
}